No. 1
This record from the OMol25 dataset describes one molecule with the formula C24H37N3O2. The level of theory is wB97M-V/def2-TZVPD.

As for the SMILES: CC(C)[C@H](NC(=O)C1CCCCC1)C(=O)NC1CCN(Cc2ccccc2)CC1. The max |F| comes out at 0.65 eV/A. Its charge is 0. The spin multiplicity is 1. As for the LUMO energy: 0.680 eV.

Geometry (Å):
O 1.00 -0.21 0.65
O -0.87 3.82 1.03
N 1.67 1.92 0.47
N -2.98 -1.13 -0.34
N -1.22 1.58 1.11
C -1.53 -3.06 -0.05
C 1.61 0.65 0.04
C -0.26 -4.59 1.30
C 2.47 -1.06 -3.84
C 3.44 -1.35 -2.71
C 2.80 -1.07 -1.36
C -1.24 -5.55 1.15
C 1.99 0.39 -3.77
C 1.34 0.67 -2.42
C -2.37 -5.27 0.40
C 1.68 3.58 2.29
C 3.14 3.26 2.58
C -2.62 1.28 -0.90
C 0.98 2.37 1.66
C 0.96 3.98 3.58
C -3.39 -0.02 -1.17
C -0.41 -3.35 0.70
C -0.48 2.69 1.25
C -2.58 1.60 0.61
C -2.52 -4.03 -0.20
C -3.44 0.62 1.40
C -3.08 -0.84 1.09
C -1.70 -1.72 -0.71
C 2.32 0.38 -1.28
H 0.96 3.16 4.29
H 1.94 -1.73 -1.21
H 3.68 2.98 1.68
H 2.07 2.64 -0.12
H -1.71 -1.85 -1.80
H 1.00 1.71 -2.38
H 0.97 1.53 2.36
H 4.33 -0.73 -2.82
H 3.18 1.06 -1.37
H 1.27 0.59 -4.57
H 3.76 -2.40 -2.75
H -3.40 -3.80 -0.78
H -3.84 -1.49 1.53
H -0.07 4.26 3.36
H 0.35 -2.59 0.83
H -3.31 0.80 2.47
H 3.51 -1.26 -0.55
H 2.84 1.06 -3.91
H 3.63 4.12 3.02
H -0.84 -1.08 -0.44
H 1.61 -1.73 -3.76
H 0.46 0.02 -2.30
H 1.62 4.41 1.59
H -4.49 0.80 1.16
H 3.22 2.43 3.29
H 2.95 -1.24 -4.80
H -3.14 -6.02 0.29
H -2.13 -1.09 1.57
H -3.27 -0.31 -2.22
H -0.76 0.68 1.19
H 0.62 -4.80 1.89
H -4.46 0.14 -1.00
H -2.93 2.63 0.78
H -3.08 2.09 -1.46
H -1.13 -6.52 1.62
H 1.46 4.83 4.03
H -1.59 1.17 -1.27

***

No. 2
This record from the OMol25 dataset describes C24H37N8O3S4Ti as an isolated structure. The level of theory is wB97M-V/def2-TZVPD.

The max |F| comes out at 1.87 eV/A. Its charge is +2. The spin multiplicity is 2. As for the LUMO energy (alpha / beta): -4.825 / -4.601 eV.

Geometry (Å):
Ti -0.71 -0.64 0.82
S -3.13 2.53 1.12
S 2.24 2.07 1.75
S -1.11 -2.80 -0.34
S 2.59 -1.20 1.24
O 1.86 -2.25 1.94
O 3.39 -0.33 2.03
O -1.15 0.17 -0.81
N -1.41 4.24 0.11
N -0.72 -1.86 2.48
N 1.31 -0.28 0.62
N -0.12 1.04 1.81
N -2.78 -0.85 1.37
N 0.34 1.83 -1.95
N 6.25 -3.94 -2.45
N -3.62 4.89 0.14
C 1.10 0.83 1.34
C -0.31 2.71 -2.70
C 4.58 -1.24 -0.64
C 0.34 3.83 -3.21
C -1.53 -1.17 3.49
C 3.42 -3.32 -0.24
C 2.35 3.07 -2.15
C 5.47 -1.90 -1.47
C 3.56 -1.95 -0.03
C -3.55 -2.04 0.95
C -2.69 3.98 0.45
C 1.68 4.03 -2.91
C -2.14 0.97 -2.92
C -2.36 0.45 -1.49
C 4.31 -3.98 -1.06
C 1.64 1.97 -1.70
C -2.83 -0.65 2.83
C -0.98 -3.30 2.41
C 0.97 2.90 2.59
C 5.37 -3.29 -1.67
C -0.19 2.21 2.53
C -1.75 2.45 -3.01
C -0.60 -3.87 1.04
C -2.94 -2.85 -0.20
H -0.96 -0.33 3.90
H 1.17 3.82 3.09
H 4.22 -5.04 -1.20
H -1.38 0.35 -3.41
H -0.40 0.86 -1.31
H -1.03 -4.86 0.89
H 6.24 -4.94 -2.49
H -0.39 -3.84 3.16
H 0.49 -3.93 0.95
H 0.28 -1.77 2.69
H -3.65 -2.70 1.81
H -0.19 4.54 -3.83
H -3.24 -3.89 -0.13
H -4.58 4.72 0.41
H -2.95 0.42 3.03
H -3.28 -2.49 -1.18
H -2.95 -0.47 -1.55
H -0.70 3.65 0.52
H -1.96 2.80 -4.02
H 6.27 -1.35 -1.93
H 2.20 4.90 -3.27
H 4.69 -0.19 -0.44
H 2.10 1.18 -1.13
H 7.08 -3.47 -2.78
H -1.12 2.48 3.00
H -2.93 1.20 -0.92
H -1.14 5.18 -0.13
H -3.71 -1.15 3.26
H -1.77 -1.85 4.32
H 2.64 -3.85 0.27
H -3.07 0.83 -3.46
H -2.38 3.04 -2.33
H -3.39 5.81 -0.20
H -3.20 -0.02 0.94
H 3.40 3.17 -1.92
H -4.57 -1.75 0.65
H -2.03 -3.50 2.61

***

No. 3
This record from the OMol25 dataset describes C24H37NO2SSbTc as an isolated structure. The level of theory is wB97M-V/def2-TZVPD.

The max |F| comes out at 0.38 eV/A. Its charge is +3. The spin multiplicity is 4. As for the LUMO energy (alpha / beta): -10.385 / -10.527 eV.

Geometry (Å):
Sb 1.05 -0.29 1.52
Tc 0.31 -0.59 -1.09
S -1.43 2.01 -1.28
O 0.00 1.31 -1.45
O 0.49 -2.61 -1.18
N 1.62 -4.39 -1.92
C -1.07 -2.31 2.21
C 3.15 0.10 1.81
C 0.48 2.69 1.73
C -2.33 4.31 -5.00
C 0.44 -2.15 2.40
C -0.40 1.31 3.68
C -2.10 -0.60 -1.96
C 2.20 -0.74 -1.86
C 3.95 -1.17 1.55
C -4.12 -0.71 -0.04
C 3.37 0.64 3.22
C 1.55 -3.11 -1.68
C -1.81 2.80 -2.77
C -1.83 4.93 -3.87
C -2.58 2.93 -5.02
C 2.69 -2.18 -1.97
C -3.41 0.48 -0.22
C 0.87 -2.25 3.86
C -1.57 4.18 -2.73
C -2.32 2.17 -3.90
C -3.81 -1.84 -0.78
C -2.42 0.53 -1.18
C -2.81 -1.78 -1.75
C -0.16 1.37 2.17
H 3.48 -2.40 -1.24
H -0.24 3.50 1.87
H 0.37 -1.51 4.49
H 2.91 -0.08 -1.35
H 0.79 2.69 0.68
H -3.65 1.35 0.38
H -4.92 -0.75 0.70
H -1.20 4.66 -1.83
H 1.35 2.93 2.34
H -0.94 0.41 3.99
H -2.54 4.90 -5.88
H -1.66 6.00 -3.86
H 0.59 -3.24 4.24
H 2.87 1.59 3.39
H 4.44 0.80 3.36
H 2.00 -0.30 -2.85
H -1.11 1.22 1.65
H 3.13 -2.40 -2.95
H 0.53 1.37 4.24
H 0.84 -4.99 -1.70
H -1.01 2.17 3.97
H 2.44 -4.81 -2.32
H 3.76 -1.60 0.56
H 3.05 -0.07 3.99
H -1.63 -1.57 2.77
H 3.74 -1.94 2.30
H -4.36 -2.75 -0.64
H -1.37 -3.29 2.58
H 3.39 0.87 1.07
H 5.01 -0.94 1.61
H -2.55 1.11 -3.91
H 1.95 -2.14 3.99
H 0.97 -2.90 1.81
H -2.60 -2.65 -2.37
H -1.37 -2.26 1.16
H -2.99 2.47 -5.91
H -1.48 -0.50 -2.85

***

No. 4
This record from the OMol25 dataset describes C24H38Cl3GeO3PS2TeV as an isolated structure. The level of theory is wB97M-V/def2-TZVPD.

The max |F| comes out at 0.55 eV/A. Its charge is +2. The spin multiplicity is 2. As for the LUMO energy (alpha / beta): -7.762 / -7.730 eV.

Geometry (Å):
Te 3.29 -0.73 1.73
Ge -2.43 -1.87 -0.10
V -0.05 0.36 1.45
Cl -1.51 0.30 -0.49
Cl 1.81 -0.51 -0.13
Cl -0.61 -2.39 1.19
S 1.56 -0.31 3.22
S -3.26 -1.11 3.06
P 0.20 2.87 1.75
O -3.51 -1.20 1.61
O -4.05 -0.16 3.74
O -1.22 0.33 2.48
C 3.94 5.00 -0.14
C 3.44 -2.78 1.80
C 2.04 5.09 1.53
C 4.14 3.61 0.48
C -1.70 2.58 5.45
C -0.67 3.44 6.20
C -0.49 3.69 -0.84
C -2.38 3.56 0.82
C 3.84 -5.49 1.89
C 2.49 -3.58 2.43
C -0.87 3.85 0.64
C 2.53 5.54 0.16
C 0.15 4.54 4.06
C -1.15 4.80 -1.67
C -2.53 5.17 -1.11
C 4.58 -3.32 1.20
C -1.70 2.90 3.95
C -0.46 4.76 5.47
C 4.78 -4.69 1.25
C 2.82 2.86 0.59
C 2.71 -4.94 2.48
C -0.25 3.15 3.52
C 1.93 3.54 1.64
C -3.17 3.96 -0.44
H 1.99 -5.59 2.97
H 2.54 6.63 0.13
H -1.24 4.46 -2.70
H 1.10 5.58 1.77
H 0.59 3.70 -0.99
H -3.21 3.12 -1.14
H 4.86 3.03 -0.11
H -1.48 1.52 5.60
H 0.39 2.41 4.02
H 4.08 4.95 -1.22
H -3.17 5.55 -1.91
H 5.31 -2.68 0.71
H 1.83 5.23 -0.62
H -2.19 2.11 3.39
H -2.44 5.98 -0.38
H 2.33 2.81 -0.39
H -1.42 5.28 5.38
H -2.75 4.11 1.68
H -2.54 2.50 1.04
H -0.83 2.71 -1.19
H 1.61 -3.14 2.89
H -2.27 3.81 3.76
H 0.28 2.92 6.28
H 5.66 -5.12 0.80
H -0.22 5.33 3.40
H 4.57 3.70 1.48
H -0.50 5.68 -1.68
H 4.69 5.68 0.24
H -4.20 4.17 -0.16
H 2.32 3.25 2.63
H 0.19 5.43 6.04
H 1.23 4.64 4.11
H 2.75 5.42 2.29
H -2.70 2.75 5.84
H -1.00 3.62 7.22
H 3.00 1.83 0.88
H -0.68 4.89 0.92
H 4.00 -6.56 1.93

***

Going through the records in order, we get relative energy (zero: lowest compared OMol25 entry of this formula, charge and spin) values of 2.6 37.7 0.5 0.0 kcal per mole.
Going through the records in order, we get E values of -34055.9886 -109998.6157 -50617.2892 -189660.1098 eV.